[1]
An isolated ion of composition C5H15N2 and charge +1, computed with ωB97M-V with the def2-TZVPD basis set.

Structure (XYZ):
```
22
Properties=species:S:1:pos:R:3
C 2.348 1.723 -0.829
C 2.324 0.644 0.306
C 1.158 -0.308 0.237
N -0.191 0.343 0.300
C -1.166 0.036 -0.744
C -1.844 -1.276 -0.454
N -2.276 -1.173 1.020
H 2.155 2.774 -0.553
H 1.723 1.293 -1.614
H 3.378 1.832 -1.212
H 3.260 0.120 0.512
H 2.021 1.144 1.255
H 1.096 -1.045 -0.589
H 1.183 -0.882 1.199
H -0.114 1.295 0.608
H -1.116 0.439 -1.762
H -1.922 0.796 -0.504
H -1.286 -2.202 -0.616
H -2.887 -1.280 -0.934
H -1.392 -1.084 1.554
H -2.892 -0.360 1.103
H -2.863 -1.936 1.340
```

The value obtained for the strongest force on any atom is 3.20 eV/A. The calculation puts the total energy at -308.71911 hartree. As for the LUMO energy: -3.49 eV. As for the total charge: +1. The value obtained for the energy relative to the best compared isomer or geometry (same formula, charge and spin) is 46.2 kcal per mole.

Electronic structure analysis, Mulliken charges in units of e: number 1, C, carries -1.006; number 2, C, carries -0.506; number 3, C, carries -0.667; number 4, N, carries -0.161; number 5, C, carries -0.767; number 6, C, carries -0.459; number 7, N, carries -0.317; number 8, H, carries 0.300; number 9, H, carries 0.253; number 10, H, carries 0.322; number 11, H, carries 0.405; number 12, H, carries 0.267; number 13, H, carries 0.393; number 14, H, carries 0.251; number 15, H, carries 0.199; number 16, H, carries 0.367; number 17, H, carries 0.402; number 18, H, carries 0.354; number 19, H, carries 0.361; number 20, H, carries 0.322; number 21, H, carries 0.345; number 22, H, carries 0.342

---

[2]
An isolated ion of composition C5H15N2 and charge +1, computed with ωB97M-V with the def2-TZVPD basis set.

Structure (XYZ):
```
22
Properties=species:S:1:pos:R:3
C -0.177 2.338 0.961
C 0.267 1.168 0.119
N -0.457 -0.138 0.244
C -1.925 -0.025 0.461
C -0.254 -0.964 -1.048
C 1.167 -1.510 -1.119
N 1.615 -1.838 0.244
H 0.209 3.249 0.504
H 0.148 2.369 1.983
H -1.261 2.439 0.982
H 1.321 0.940 0.255
H 0.214 1.481 -0.919
H -0.005 -0.767 0.926
H -2.347 -0.988 0.717
H -2.100 0.700 1.253
H -2.380 0.361 -0.443
H -0.438 -0.241 -1.840
H -1.001 -1.752 -0.972
H 1.086 -2.436 -1.688
H 1.885 -0.864 -1.604
H 2.040 -1.032 0.701
H 2.392 -2.491 0.284
```

The value obtained for the strongest force on any atom is 1.45 eV/A. The calculation puts the total energy at -308.76296 hartree. As for the LUMO energy: -2.71 eV. As for the total charge: +1. The value obtained for the energy relative to the best compared isomer or geometry (same formula, charge and spin) is 18.6 kcal per mole.

Electronic structure analysis, Mulliken charges in units of e: number 1, C, carries -1.429; number 2, C, carries -0.098; number 3, N, carries -0.048; number 4, C, carries -0.970; number 5, C, carries -0.630; number 6, C, carries -0.585; number 7, N, carries -0.653; number 8, H, carries 0.369; number 9, H, carries 0.375; number 10, H, carries 0.398; number 11, H, carries 0.261; number 12, H, carries 0.332; number 13, H, carries 0.490; number 14, H, carries 0.357; number 15, H, carries 0.380; number 16, H, carries 0.414; number 17, H, carries 0.371; number 18, H, carries 0.459; number 19, H, carries 0.424; number 20, H, carries 0.311; number 21, H, carries 0.176; number 22, H, carries 0.295

---

[3]
C5H15N2 as an isolated structure, computed with ωB97M-V with the def2-TZVPD basis set.

Structure (XYZ):
```
22
Properties=species:S:1:pos:R:3
C 1.534 0.715 -1.022
C 0.863 0.325 1.591
C -1.650 -1.194 -0.331
C -1.467 1.177 0.010
C 0.940 -0.158 0.057
N 1.218 -1.496 -0.042
N -0.796 -0.005 -0.575
H 2.545 1.112 -0.646
H 1.735 0.214 -1.916
H 0.885 1.576 -1.070
H -0.227 0.205 1.813
H 1.561 -0.173 2.189
H 1.030 1.471 1.617
H -1.952 -1.632 -1.287
H -1.008 -1.795 0.375
H -2.440 -0.980 0.360
H -1.697 0.926 1.131
H -0.917 2.018 -0.045
H -2.497 1.399 -0.408
H 1.403 -2.073 0.760
H 1.516 -1.822 -0.963
H -0.579 0.189 -1.599
```

The value obtained for the strongest force on any atom is 4.99 eV/A. The calculation puts the total energy at -308.72363 hartree. As for the LUMO energy: -2.74 eV. As for the total charge: +1. The value obtained for the energy relative to the best compared isomer or geometry (same formula, charge and spin) is 43.3 kcal per mole.

Electronic structure analysis, Mulliken charges in units of e: number 1, C, carries -1.568; number 2, C, carries -1.103; number 3, C, carries -0.784; number 4, C, carries -1.079; number 5, C, carries 0.860; number 6, N, carries -0.375; number 7, N, carries -0.161; number 8, H, carries 0.329; number 9, H, carries 0.494; number 10, H, carries 0.463; number 11, H, carries 0.209; number 12, H, carries 0.481; number 13, H, carries 0.295; number 14, H, carries 0.327; number 15, H, carries 0.315; number 16, H, carries 0.334; number 17, H, carries 0.453; number 18, H, carries 0.347; number 19, H, carries 0.346; number 20, H, carries 0.215; number 21, H, carries 0.216; number 22, H, carries 0.386

---

[4]
A 2-piece molecular cluster, C5H15N2 overall, computed with ωB97M-V with the def2-TZVPD basis set.

Structure (XYZ):
```
22
Properties=species:S:1:pos:R:3
C 1.185 -0.930 1.852
N 1.136 -0.917 0.352
C 2.332 -0.325 -0.295
H 0.564 -1.725 2.247
H 2.225 -1.077 2.131
H 0.850 0.041 2.205
H 0.306 -0.400 0.007
H 0.987 -1.855 0.000
H 2.323 0.758 -0.224
H 2.359 -0.629 -1.338
H 3.231 -0.719 0.177
C -2.440 1.018 0.279
C -1.467 0.628 -0.801
C -1.441 -0.625 -1.295
N -0.625 1.633 -1.218
H -3.102 1.822 -0.040
H -1.909 1.378 1.167
H -3.048 0.172 0.583
H -0.743 -0.859 -2.094
H -2.171 -1.353 -0.988
H -0.479 2.447 -0.664
H -0.075 1.516 -2.042
```

The value obtained for the strongest force on any atom is 0.71 eV/A. The calculation puts the total energy at -308.75935 hartree. As for the LUMO energy: -3.02 eV. As for the total charge: +1. The value obtained for the energy relative to the best compared isomer or geometry (same formula, charge and spin) is 20.9 kcal per mole.

Electronic structure analysis, Mulliken charges in units of e: number 1, C, carries -0.837; number 2, N, carries 0.085; number 3, C, carries -0.918; number 4, H, carries 0.365; number 5, H, carries 0.358; number 6, H, carries 0.314; number 7, H, carries 0.076; number 8, H, carries 0.435; number 9, H, carries 0.362; number 10, H, carries 0.363; number 11, H, carries 0.391; number 12, C, carries -1.262; number 13, C, carries 0.435; number 14, C, carries -0.962; number 15, N, carries -0.328; number 16, H, carries 0.364; number 17, H, carries 0.318; number 18, H, carries 0.331; number 19, H, carries 0.356; number 20, H, carries 0.313; number 21, H, carries 0.204; number 22, H, carries 0.236

---

[5]
A 2-piece molecular cluster, C5H15N2O overall, computed with ωB97M-V with the def2-TZVPD basis set.

Structure (XYZ):
```
23
Properties=species:S:1:pos:R:3
C 0.752 -1.641 -0.314
C 0.525 -0.380 -1.204
C -0.831 0.439 -1.288
C -1.301 1.187 -0.019
C -1.248 0.202 1.127
N -0.764 0.718 2.440
N 0.874 -0.614 -2.614
H 0.086 -2.541 -0.523
H 1.830 -1.947 -0.473
H 0.732 -1.462 0.761
H 1.197 0.336 -0.790
H -0.769 1.160 -2.111
H -1.589 -0.209 -1.665
H -0.436 2.016 0.202
H -2.061 -0.496 1.277
H -1.360 1.382 3.058
H -0.563 -0.026 3.045
H 0.659 -1.598 -2.980
H 1.962 -0.486 -2.686
H -2.182 1.758 -0.217
H 0.759 0.686 1.328
H 1.967 0.773 2.316
O 1.761 0.744 1.332
```

The value obtained for the strongest force on any atom is 7.67 eV/A. The calculation puts the total energy at -383.82946 hartree. As for the LUMO energy: -7.87 eV. As for the total charge: +1. The value obtained for the energy relative to the best compared isomer or geometry (same formula, charge and spin) is 139.0 kcal per mole.

Electronic structure analysis, Mulliken charges in units of e: number 1, C, carries -1.098; number 2, C, carries 0.254; number 3, C, carries -0.855; number 4, C, carries -0.212; number 5, C, carries -0.214; number 6, N, carries -0.495; number 7, N, carries -0.670; number 8, H, carries 0.311; number 9, H, carries 0.300; number 10, H, carries 0.379; number 11, H, carries 0.293; number 12, H, carries 0.344; number 13, H, carries 0.385; number 14, H, carries 0.360; number 15, H, carries 0.375; number 16, H, carries 0.320; number 17, H, carries 0.295; number 18, H, carries 0.290; number 19, H, carries 0.321; number 20, H, carries 0.407; number 21, H, carries 0.205; number 22, H, carries 0.322; number 23, O, carries -0.617